{
  "formula": "C22H29N5O3",
  "method": "wB97M-V/def2-TZVPD",
  "symbols": ["O", "C", "N", "C", "H", "C", "C", "H", "H", "C", "N", "C", "H", "C", "N", "C", "C", "H", "H", "H", "H", "C", "C", "C", "C", "C", "C", "C", "H", "O", "C", "O", "H", "H", "H", "H", "H", "H", "H", "H", "H", "C", "H", "H", "H", "H", "H", "H", "C", "N", "C", "C", "C", "N", "H", "H", "H", "H", "H"],
  "coordinates": [[-4.1653, -2.0614, 0.4325], [-4.3974, -0.9471, 0.0006], [-3.4893, 0.0452, 0.0123], [-3.6139, 1.3464, -0.6057], [-4.6501, 1.5779, -0.8470], [-2.7301, 1.3915, -1.8517], [-1.2884, 1.0584, -1.4803], [-0.6708, 1.0550, -2.3781], [-0.8898, 1.8198, -0.8076], [-1.1992, -0.2998, -0.7665], [0.1999, -0.5547, -0.4216], [0.9186, -1.1145, -1.5546], [0.5670, -2.1377, -1.7771], [2.4135, -1.1628, -1.2598], [2.6366, -2.0130, -0.1101], [1.9326, -1.4631, 1.0285], [0.4346, -1.4076, 0.7313], [0.0662, -2.4334, 0.5618], [-0.0641, -0.9886, 1.6045], [2.2812, -0.4456, 1.2746], [2.0993, -2.1113, 1.8918], [4.0363, -2.3205, 0.1441], [4.8995, -1.1237, 0.4700], [5.0347, -0.6913, 1.7813], [5.7706, 0.4427, 2.1179], [6.3643, 1.1289, 1.0879], [6.2385, 0.7023, -0.2343], [5.5153, -0.4150, -0.5675], [5.4358, -0.7361, -1.5928], [6.9314, 1.5553, -1.0548], [7.5009, 2.5287, -0.2069], [7.1391, 2.2597, 1.1299], [8.5986, 2.5051, -0.3037], [7.1347, 3.5276, -0.4943], [5.8740, 0.7688, 3.1390], [4.5633, -1.2544, 2.5724], [4.4203, -2.8200, -0.7496], [4.0614, -3.0321, 0.9738], [2.7768, -0.1349, -1.0919], [2.9367, -1.5868, -2.1200], [0.7511, -0.4920, -2.4344], [-2.1389, -0.2559, 0.4470], [-2.1775, -1.2221, 0.9503], [-1.8123, 0.5194, 1.1465], [-1.5825, -1.0904, -1.4392], [-2.7843, 2.3828, -2.3027], [-3.0974, 0.6648, -2.5801], [-3.2629, 2.0930, 0.1159], [-5.7977, -0.6191, -0.5478], [-6.4974, 0.3215, 0.2803], [-6.9774, 0.1130, 1.5217], [-7.5436, 1.2972, 1.9333], [-7.3489, 2.1718, 0.8574], [-6.7140, 1.5689, -0.1302], [-7.6427, 3.1981, 0.7633], [-8.0278, 1.5032, 2.8653], [-6.8815, -0.8374, 2.0060], [-5.7411, -0.2089, -1.5578], [-6.3464, -1.5657, -0.5731]],
  "forces_ev_per_a": [[-0.090, -0.389, 0.006], [-0.448, 0.082, -0.060], [0.363, 0.155, 0.135], [-0.120, 0.212, -0.551], [0.187, -0.021, 0.100], [0.109, 0.135, 0.246], [-0.216, -0.310, -0.212], [0.085, 0.039, 0.003], [0.062, 0.021, 0.053], [0.005, 0.373, 0.015], [-0.089, -0.066, 0.055], [0.289, 0.157, -0.114], [-0.001, 0.063, -0.024], [-0.258, -0.062, -0.166], [-0.047, -0.048, -0.024], [-0.314, -0.068, 0.038], [0.193, 0.025, 0.189], [-0.020, 0.010, 0.070], [-0.031, -0.059, 0.007], [-0.032, -0.067, 0.050], [0.018, 0.028, 0.042], [-0.042, 0.024, 0.014], [-0.004, -0.071, 0.126], [-0.013, -0.126, -0.141], [0.224, 0.330, -0.101], [-0.130, -0.275, -0.474], [-0.008, 0.103, 0.536], [0.225, 0.261, 0.012], [-0.024, -0.066, -0.172], [-0.283, -0.424, -0.101], [0.736, 0.983, -0.382], [-0.233, -0.262, 0.379], [-0.260, -0.076, 0.049], [0.007, -0.264, 0.084], [0.018, 0.046, 0.146], [-0.070, -0.089, 0.082], [0.040, -0.041, 0.069], [0.069, -0.008, -0.057], [0.000, -0.048, -0.071], [0.036, 0.030, -0.027], [-0.018, -0.031, -0.011], [0.251, -0.481, 0.070], [0.070, 0.193, 0.023], [0.027, -0.005, 0.033], [-0.002, 0.032, 0.084], [-0.036, 0.019, -0.067], [-0.087, 0.013, -0.067], [-0.091, 0.015, -0.020], [0.343, -0.454, -0.200], [-0.260, 0.088, 0.308], [-0.129, 0.154, 0.194], [0.045, -0.182, 0.075], [0.051, -0.194, 0.043], [-0.063, 0.445, -0.628], [-0.048, 0.209, -0.055], [-0.084, -0.017, 0.197], [0.032, -0.222, 0.087], [-0.089, 0.000, 0.124], [0.154, 0.184, -0.019]],
  "mulliken_charge": [-0.689, 1.328, 0.246, -0.566, 0.491, -0.682, -0.939, 0.419, 0.267, 0.513, 0.267, -0.910, 0.337, -0.563, 0.154, -0.636, -0.813, 0.276, 0.518, 0.309, 0.380, -2.023, 0.815, -0.371, -1.120, 0.988, 0.777, -0.847, 0.427, -0.492, -0.244, -0.483, 0.242, 0.249, 0.422, 0.391, 0.520, 0.544, 0.305, 0.396, 0.418, -1.754, 0.663, 0.187, 0.028, 0.392, 0.300, 0.157, -1.421, 0.878, -0.081, -0.801, -0.227, -1.006, 0.464, 0.396, 0.452, 0.347, 0.405],
  "homo_lumo_gap_ev": 8.90,
  "smiles": "O=C(Cn1cccn1)N1CCC[C@@H](N2CCN(Cc3ccc4c(c3)OCO4)CC2)C1",
  "relative_energy_kcal_mol": 90.6,
  "energy_ha": -1355.200146,
  "e_homo_ha": -0.2971
}